Entry 1:
The following is a DFT calculation (ωB97M-V/def2-TZVPD) of 2 unconnected molecules or ions with the total composition C3H9O.

The geometry in ORCA input format:
```
! wB97M-V def2-TZVPD RIJCOSX def2/J DEFGRID3
* xyz -1 1
C -1.07 -0.78 1.40
C 0.44 -0.73 1.29
H -1.44 -1.79 1.61
H -1.50 -0.34 0.50
H -1.39 -0.18 2.26
H 0.82 -1.51 0.61
H 0.78 0.23 0.91
H 0.93 -0.91 2.26
C 0.49 1.21 -2.16
O -0.18 0.67 -1.11
H 1.17 2.07 -1.93
H 1.14 0.46 -2.68
H -0.18 1.60 -2.97
*
```

HOMO level (Eh): -0.0724
Kohn-Sham gap (eV): 6.558
ΔE to the lowest compared entry with this formula, charge and spin (kcal/mol): 9.9

Entry 2:
The following is a DFT calculation (ωB97M-V/def2-TZVPD) of 2 unconnected molecules or ions with the total composition C3H9O.

The geometry in ORCA input format:
```
! wB97M-V def2-TZVPD RIJCOSX def2/J DEFGRID3
* xyz -1 1
O 1.81 -0.19 3.29
H 2.57 0.29 3.63
C -0.93 0.03 -1.85
C 0.16 -0.01 -0.79
C -0.30 -0.02 0.67
H -1.40 1.01 -1.92
H -0.67 -0.31 -2.85
H -1.75 -0.59 -1.45
H 0.77 -0.91 -0.95
H 0.88 0.81 -0.88
H 0.65 0.00 1.21
H -0.85 -0.92 0.96
H -0.94 0.81 0.94
*
```

HOMO level (Eh): -0.0765
Kohn-Sham gap (eV): 5.846
ΔE to the lowest compared entry with this formula, charge and spin (kcal/mol): 6.6

Entry 3:
The following is a DFT calculation (ωB97M-V/def2-TZVPD) of 2 unconnected molecules or ions with the total composition C3H9O.

The geometry in ORCA input format:
```
! wB97M-V def2-TZVPD RIJCOSX def2/J DEFGRID3
* xyz -1 1
O -3.37 1.28 0.48
H -2.43 1.49 0.39
C 0.73 0.11 -1.31
C 0.21 0.26 0.14
C 0.52 -0.98 0.96
H 0.11 -0.65 -1.79
H 0.68 1.07 -1.82
H 1.78 -0.21 -1.30
H 0.76 1.08 0.61
H -0.85 0.49 0.14
H 0.00 -0.99 1.91
H 1.60 -1.03 1.14
H 0.24 -1.91 0.44
*
```

HOMO level (Eh): -0.0748
Kohn-Sham gap (eV): 5.908
ΔE to the lowest compared entry with this formula, charge and spin (kcal/mol): 5.8

Entry 4:
The following is a DFT calculation (ωB97M-V/def2-TZVPD) of 2 unconnected molecules or ions with the total composition C3H9O2.

The geometry in ORCA input format:
```
! wB97M-V def2-TZVPD RIJCOSX def2/J DEFGRID3
* xyz -1 1
C -0.03 -0.87 -0.18
O -0.67 -1.91 -0.69
C -0.83 0.06 0.71
C -1.86 0.98 0.03
H 0.68 -0.24 -0.83
H 0.79 -1.29 0.54
H -0.15 0.68 1.34
H -1.42 -0.58 1.38
H -2.61 1.24 0.79
H -2.31 0.53 -0.85
H -1.40 1.92 -0.29
H 3.42 0.85 0.57
H 2.03 0.87 0.09
O 2.85 1.38 -0.03
*
```

HOMO level (Eh): -0.0828
Kohn-Sham gap (eV): 6.238
ΔE to the lowest compared entry with this formula, charge and spin (kcal/mol): 20.3